C4H13NO3 | the ωB97M-V functional and the def2-TZVPD basis

The frontier orbital gap comes out at 5.42 eV. The charge is 0. The calculation puts the energy above the lowest of the compared OMol25 structures with the same formula, charge and spin at 199.0 kcal per mole. As for the maximum force: 0.2228 hartree/bohr. Its multiplicity is 1. The total energy is -11983.8414 eV. As for the HOMO energy: -0.315 Eh.

Element x y z (Å)
O: 0.1748 1.9065 -0.8767
O: 1.6769 -0.1007 -1.7725
O: -1.8254 0.9198 0.5600
N: -0.3096 -1.4966 -1.0940
C: 1.1144 0.4029 1.7942
C: 0.9434 -0.5572 0.6708
C: -0.2711 -1.0350 0.1802
C: -1.5379 -1.0077 0.9521
H: 2.1483 -0.0163 -2.6085
H: -1.1919 -1.3564 -1.5796
H: 1.5201 1.3553 1.4289
H: 0.4627 -0.9928 -1.6402
H: -2.0477 -0.0047 0.8116
H: 1.7921 -0.6341 -0.0200
H: 0.1514 0.7484 2.1331
H: 1.7372 0.0132 2.5854
H: 0.7328 1.1722 -1.2007
H: -2.1936 -1.8376 0.5872
H: -0.5559 1.4670 -0.3669
H: -2.3369 1.7389 0.5173
H: -1.4015 -1.1412 2.0219

Löwdin analysis output, partial charges in e: -0.11 -0.37 -0.07 0.14 -0.03 0.09 -0.32 0.01 -0.02 0.12 0.12 0.03 -0.15 0.10 0.07 0.10 -0.04 0.13 -0.02 0.10 0.11